Entry from OMol25: the molecule CH3Br2OP in a non-equilibrium geometry (ωB97M-V/def2-TZVPD).

Geometry as XYZ:
```
8
CH3Br2OP | OMol25 | ωB97M-V/def2-TZVPD
C 0.97 -0.05 0.20
O -0.81 0.08 -1.86
P -0.74 0.02 -0.38
Br -1.64 1.76 0.55
Br -1.67 -1.71 0.55
H 1.08 -0.52 1.13
H 1.64 -0.59 -0.40
H 1.16 1.01 0.20
```

Calculated values
HOMO energy	-10.80	eV
largest force on an atom	2.35	eV Å⁻¹
net charge	0
ΔE to the lowest compared entry with this formula, charge and spin	0.0	kJ/mol
SMILES string	CP(=O)(Br)Br
M	221.82	g/mol
calculated total energy	-5604.59693	Eh

List of natural (NBO) charges in e, atom by atom: C -0.99; O -1.04; P 1.61; Br -0.16; Br -0.18; H 0.25; H 0.26; H 0.25